*one*
Formula: C35H33BrClN7O11STl
Source: the Open Molecules 2025 dataset
Level of theory: ωB97M-V/def2-TZVPD

Calculated values
Charge ... -1
E_HOMO ... -4.81 eV
LUMO level ... 0.053 Eh

Cartesian coordinates (Å):
Tl 0.019 -1.406 0.342
Br 0.372 3.747 -5.535
C 1.806 3.809 -4.290
C 2.191 5.025 -3.753
C 3.227 5.049 -2.833
C 3.845 3.872 -2.426
C 3.471 2.663 -3.007
C 2.446 2.632 -3.937
N 4.936 4.021 -1.503
N 5.154 3.230 -0.566
C 4.292 2.169 -0.192
C 4.936 0.987 0.111
C 4.257 -0.205 0.333
C 2.864 -0.265 0.272
O 2.231 -1.367 0.420
C 2.164 0.999 0.081
N 0.815 0.963 0.114
C 0.136 2.083 0.049
C 0.750 3.338 -0.035
C 2.112 3.396 -0.101
C 2.870 2.208 -0.098
H 1.694 5.938 -4.050
H 3.563 5.985 -2.406
H 3.932 1.730 -2.713
H 2.129 1.686 -4.347
H 6.020 1.003 0.115
H 4.792 -1.124 0.525
H -0.942 2.026 0.129
H 0.146 4.234 -0.030
H 2.614 4.352 -0.140
C -1.282 -0.162 9.158
C -1.152 -0.035 7.665
C 0.094 -0.110 7.047
C 0.214 -0.008 5.671
C -0.927 0.167 4.901
C -2.177 0.243 5.492
C -2.281 0.146 6.871
S -0.734 0.309 3.145
O -2.051 0.682 2.621
O 0.324 1.255 2.915
N -0.271 -1.140 2.650
C -1.012 -2.271 3.231
C -2.374 -2.391 2.591
O -3.416 -2.011 3.333
O -2.497 -2.748 1.443
H -0.308 -0.125 9.643
H -1.755 -1.109 9.429
H -1.897 0.639 9.569
H 0.982 -0.247 7.652
H 1.181 -0.060 5.188
H -3.050 0.367 4.867
H -3.257 0.206 7.339
H -1.099 -2.179 4.315
H -0.452 -3.171 2.983
Cl -1.683 -3.642 -1.474
C -0.091 -4.461 -1.411
C 0.497 -4.534 0.001
O 1.061 -5.574 0.294
O 0.390 -3.513 0.778
H 0.577 -3.902 -2.065
H -0.236 -5.469 -1.781
N -5.123 -1.240 1.191
C -4.526 -0.260 0.262
C -3.353 -0.855 -0.537
N -2.038 -0.301 -0.151
H -6.034 -0.912 1.492
H -4.146 -1.834 2.676
H -5.272 -2.122 0.710
H -4.176 0.585 0.857
H -5.274 0.128 -0.439
H -3.491 -0.670 -1.602
H -3.338 -1.930 -0.391
H -2.118 0.187 0.747
H -1.718 0.357 -0.851
O 2.056 -0.295 -2.649
C 0.976 -0.847 -2.814
O 0.179 -1.328 -1.935
C 0.471 -1.039 -4.241
C 1.338 -0.819 -5.307
C 0.904 -0.972 -6.612
C -0.412 -1.344 -6.825
C -1.296 -1.582 -5.787
C -0.839 -1.436 -4.488
N -0.888 -1.503 -8.210
O -2.073 -1.719 -8.382
O -0.095 -1.303 -9.109
H 2.359 -0.536 -5.089
H 1.559 -0.809 -7.455
H -2.310 -1.883 -6.005
H -1.483 -1.645 -3.645

---

*two*
Formula: C35H33BrClN7O11STl
Source: the Open Molecules 2025 dataset
Level of theory: ωB97M-V/def2-TZVPD

Calculated values
Charge ... -1
E_HOMO ... -5.03 eV
LUMO level ... 0.050 Eh

Cartesian coordinates (Å):
Tl 0.320 0.106 0.097
Br 0.039 5.139 -5.569
C 1.611 5.209 -4.504
C 2.076 6.432 -4.053
C 3.217 6.461 -3.268
C 3.862 5.284 -2.905
C 3.399 4.065 -3.396
C 2.268 4.030 -4.196
N 5.052 5.458 -2.118
N 5.381 4.698 -1.193
C 4.563 3.622 -0.738
C 5.206 2.423 -0.549
C 4.515 1.248 -0.255
C 3.131 1.236 -0.129
O 2.488 0.141 0.105
C 2.452 2.514 -0.230
N 1.111 2.513 -0.064
C 0.461 3.650 -0.036
C 1.101 4.891 -0.168
C 2.446 4.915 -0.390
C 3.167 3.704 -0.473
H 1.561 7.346 -4.316
H 3.619 7.402 -2.912
H 3.875 3.131 -3.132
H 1.888 3.078 -4.536
H 6.281 2.395 -0.688
H 5.042 0.310 -0.148
H -0.605 3.614 0.153
H 0.524 5.802 -0.087
H 2.969 5.856 -0.488
C -1.429 1.047 8.875
C -1.185 1.241 7.402
C 0.095 1.127 6.867
C 0.315 1.287 5.508
C -0.758 1.563 4.673
C -2.040 1.683 5.183
C -2.245 1.525 6.545
S -0.435 1.769 2.941
O -1.652 2.349 2.370
O 0.750 2.580 2.829
N -0.118 0.307 2.395
C -0.925 -0.810 2.902
C -2.281 -0.851 2.234
O -3.252 -0.215 2.894
O -2.455 -1.353 1.146
H -0.492 1.017 9.429
H -1.958 0.110 9.058
H -2.041 1.853 9.282
H 0.930 0.914 7.523
H 1.309 1.208 5.086
H -2.859 1.891 4.509
H -3.247 1.621 6.949
H -1.040 -0.749 3.987
H -0.401 -1.727 2.639
Cl -1.636 -2.494 -1.910
C 0.096 -2.939 -1.813
C 0.574 -3.068 -0.366
O 1.047 -4.133 -0.018
O 0.462 -2.038 0.410
H 0.646 -2.160 -2.338
H 0.204 -3.898 -2.306
N -4.871 0.365 0.649
C -4.259 1.270 -0.345
C -2.970 0.690 -0.940
N -1.732 1.248 -0.352
H -5.845 0.606 0.785
H -3.955 -0.017 2.217
H -4.835 -0.589 0.305
H -4.045 2.219 0.152
H -4.957 1.484 -1.161
H -2.942 0.887 -2.011
H -2.959 -0.388 -0.810
H -1.914 1.722 0.538
H -1.333 1.919 -0.998
O 2.083 1.105 -2.902
C 0.986 0.591 -3.072
O 0.137 0.229 -2.180
C 0.519 0.327 -4.499
C 1.391 0.572 -5.554
C 0.989 0.365 -6.862
C -0.298 -0.092 -7.089
C -1.183 -0.358 -6.058
C -0.763 -0.147 -4.756
N -0.739 -0.308 -8.476
O -1.886 -0.670 -8.659
O 0.057 -0.084 -9.368
H 2.390 0.921 -5.327
H 1.647 0.551 -7.698
H -2.173 -0.725 -6.284
H -1.415 -0.362 -3.920

---

Calculated relative energies: *one* 0.0087; *two* 0.0000, given in hartree

---

*one*
Formula: C10H12N2
Source: the Open Molecules 2025 dataset
Level of theory: ωB97M-V/def2-TZVPD

Calculated values
SMILES ... C[C@H]1CC(N)=Nc2ccccc21
Charge ... 0
E_HOMO ... -7.62 eV
LUMO level ... 0.030 Eh

Cartesian coordinates (Å):
C 0.452 2.785 0.353
C 0.661 1.451 -0.417
C 1.895 0.673 0.115
C 1.864 -0.781 0.002
N 3.097 -1.369 -0.046
N 0.800 -1.472 0.020
C -0.378 -0.837 -0.034
C -1.459 -1.699 0.190
C -2.726 -1.260 0.075
C -2.952 0.114 -0.125
C -1.894 1.016 -0.134
C -0.521 0.570 -0.117
H -0.059 2.657 1.308
H 1.438 3.315 0.533
H -0.103 3.505 -0.359
H 0.765 1.706 -1.474
H 2.034 0.812 1.202
H 2.807 1.191 -0.289
H 3.907 -0.947 -0.550
H 3.243 -2.345 0.051
H -1.231 -2.681 0.428
H -3.600 -1.923 0.148
H -3.995 0.366 -0.098
H -2.137 2.044 -0.172

---

*two*
Formula: C10H12N2
Source: the Open Molecules 2025 dataset
Level of theory: ωB97M-V/def2-TZVPD

Calculated values
SMILES ... c1ccc(C2N3CCCN23)cc1
Charge ... 0
E_HOMO ... -8.71 eV
LUMO level ... 0.030 Eh

Cartesian coordinates (Å):
C 2.206 -1.347 1.947
C 2.324 -0.024 1.681
C 1.668 0.512 0.520
C 0.853 -0.246 -0.259
C 0.325 0.476 -1.406
N -0.648 1.529 -1.707
C -1.423 1.973 -0.557
C -1.944 0.741 0.220
C -2.062 -0.173 -0.955
N -0.981 0.105 -1.971
C 0.855 -1.708 -0.144
C 1.455 -2.107 0.945
H 2.593 -1.928 2.776
H 2.842 0.839 2.173
H 1.870 1.470 0.015
H 0.966 0.456 -2.357
H -0.681 2.497 0.052
H -2.250 2.691 -0.955
H -1.540 0.320 1.205
H -2.999 0.787 0.404
H -2.991 0.033 -1.390
H -2.138 -1.225 -0.454
H 0.185 -2.394 -0.810
H 1.512 -3.275 1.026

---

Calculated relative energies: *one* 0.0000; *two* 0.1620, given in hartree

---

*one*
Formula: C3H8N3O2
Source: the Open Molecules 2025 dataset
Level of theory: ωB97M-V/def2-TZVPD

Calculated values
Charge ... +1
E_HOMO ... -14.20 eV
LUMO level ... -0.166 Eh

Cartesian coordinates (Å):
C -0.895 -1.073 -1.574
C 0.960 0.395 0.643
C 2.910 1.616 -0.182
N -0.453 -0.613 -0.513
N -1.198 -1.318 -2.690
N -2.415 -0.705 1.351
O 0.576 0.169 1.737
O 1.633 1.006 -0.284
H 2.984 1.966 -1.226
H 3.646 0.971 0.066
H 2.781 2.417 0.592
H -3.145 -0.033 1.587
H -1.563 -2.201 -3.250
H -1.704 -0.426 2.000
H -1.202 -0.630 0.170
H -2.915 -1.540 1.574

---

*two*
Formula: C3H8N3O2
Source: the Open Molecules 2025 dataset
Level of theory: ωB97M-V/def2-TZVPD

Calculated values
SMILES ... [H]/N=[NH+]\CC/C=[N+](/[O-])O
Charge ... +1
E_HOMO (alpha / beta) ... -13.93 / -13.93 eV
LUMO level (alpha / beta) ... -0.227 / -0.227 Eh

Cartesian coordinates (Å):
H 1.705 -0.318 0.976
N 1.742 0.087 -0.024
N 1.301 -0.788 -0.787
C 0.317 -1.629 -0.180
C -0.881 -0.710 0.105
C -0.497 0.523 0.842
N -0.425 1.736 0.361
O -0.202 2.751 1.002
O -0.622 1.790 -1.060
H 1.192 -0.626 -1.783
H 0.720 -1.772 0.841
H 0.201 -2.495 -0.738
H -1.423 -0.436 -0.827
H -1.699 -1.197 0.574
H -0.272 0.471 1.883
H -1.156 2.611 -1.185

---

Calculated relative energies: *one* 0.0000; *two* 0.1142, given in hartree

---

*one*
Formula: C3H8NO2S
Source: the Open Molecules 2025 dataset
Level of theory: ωB97M-V/def2-TZVPD

Calculated values
Charge ... -1
E_HOMO ... -2.87 eV
LUMO level ... 0.136 Eh

Cartesian coordinates (Å):
O -0.812 2.683 -0.878
C -0.491 2.113 0.154
N -0.492 0.784 0.373
C 0.212 0.166 1.483
C 1.230 -0.870 1.021
S 0.510 -2.536 0.760
H -0.352 2.681 1.093
H -0.578 0.229 -0.467
H -0.537 -0.316 2.114
H 0.672 0.825 2.180
H 1.920 -1.043 1.829
H 1.782 -0.452 0.188
H -0.144 -0.261 -2.905
H -1.159 0.803 -2.539
O -0.679 0.442 -3.302

---

*two*
Formula: C3H8NO2S
Source: the Open Molecules 2025 dataset
Level of theory: ωB97M-V/def2-TZVPD

Calculated values
Charge ... -1
E_HOMO ... -3.10 eV
LUMO level ... 0.146 Eh

Cartesian coordinates (Å):
C 1.811 -0.981 -0.146
C -0.414 0.895 -1.105
C 0.292 -0.790 0.346
N -0.272 0.583 0.244
O -2.277 -0.038 2.058
O -1.990 2.394 1.905
S -2.230 1.131 1.158
H 1.856 -0.721 -1.241
H 2.366 -0.455 0.654
H -0.924 0.013 -1.699
H -0.904 1.803 -1.335
H 0.615 0.796 -1.562
H -0.202 -1.436 -0.473
H 2.139 -2.108 -0.215
H 0.133 -1.085 1.411

---

*three*
Formula: C3H8NO2S
Source: the Open Molecules 2025 dataset
Level of theory: ωB97M-V/def2-TZVPD

Calculated values
Charge ... -1
E_HOMO (alpha / beta) ... -3.42 / -1.04 eV
LUMO level (alpha / beta) ... 0.098 / 0.033 Eh

Cartesian coordinates (Å):
C -4.580 1.641 -1.802
C 5.798 0.430 1.593
C 5.230 -1.113 -0.060
N 5.796 0.011 0.317
O -4.116 0.244 0.304
O -5.783 -1.657 -0.709
S -4.583 1.612 -0.157
H -4.719 0.834 -2.473
H -5.139 2.562 -2.020
H -5.937 -1.544 -1.688
H 5.533 -0.193 2.395
H 6.442 1.304 1.793
H -5.035 -1.086 -0.334
H 5.004 -1.533 -0.962
H 4.893 -1.837 0.845

---

Calculated relative energies: *one* 0.0000; *two* 0.0760; *three* 0.1872, given in hartree